## w
This record from the OMol25 dataset describes one molecule with the formula C4H12N2S. The level of theory is the ωB97M-V functional and the def2-TZVPD basis.

Last column: Löwdin charge in e.
CARTESIAN COORDINATES (ANGSTROEM)
S 3.377 -0.454 -0.699  0.668
N -2.496 0.456 0.070  -0.014
N 0.436 -0.336 0.893  -0.077
C -1.961 -0.874 0.174  -0.295
C 2.058 0.821 -0.700  -0.556
C 1.113 0.897 0.486  -0.299
C -0.458 -0.907 -0.093  -0.240
H -0.082 -0.114 1.724  0.098
H -3.492 0.405 0.189  0.060
H 2.905 -1.177 0.323  -0.163
H -2.409 -1.532 -0.575  0.105
H 1.486 0.669 -1.610  0.047
H -0.176 -1.910 -0.416  0.111
H -0.407 -0.275 -0.997  0.103
H -2.175 -1.202 1.191  0.111
H 2.617 1.740 -0.683  0.052
H 0.310 1.599 0.215  0.112
H 1.691 1.271 1.320  0.111
H -2.337 0.922 -0.814  0.067

## Properties
Total charge: 0
Orbital gap (eV): 9.8


## x
This record from the OMol25 dataset describes a 3-piece molecular cluster, C4H12N2S overall. The level of theory is the ωB97M-V functional and the def2-TZVPD basis.

Last column: Löwdin charge in e.
CARTESIAN COORDINATES (ANGSTROEM)
S -0.230 -2.273 -2.872  0.244
N 0.591 0.751 1.233  0.056
N 2.355 0.419 -1.907  0.019
C -0.958 -0.659 -0.036  -0.186
C -0.694 0.211 1.148  -0.271
C 0.862 1.381 2.448  -0.147
C -2.180 -0.719 -0.545  -0.001
H 1.481 0.080 -2.297  -0.044
H 0.073 2.115 2.713  0.106
H 2.648 1.251 -2.399  0.000
H -3.159 -0.539 -0.108  0.071
H 0.761 0.640 3.274  0.109
H 1.821 1.858 2.625  0.082
H -0.903 -0.419 2.036  0.159
H -0.183 -1.199 -0.558  0.014
H -2.325 -1.095 -1.563  0.008
H -1.482 0.987 1.159  0.163
H -0.512 -3.476 -3.368  -0.350
H 2.033 0.686 -0.984  -0.034

## Properties
Total charge: 0
Orbital gap (eV): 2.9


## y
This record from the OMol25 dataset describes a 2-piece molecular cluster, C4H12N2S overall. The level of theory is the ωB97M-V functional and the def2-TZVPD basis.

Last column: Löwdin charge in e.
CARTESIAN COORDINATES (ANGSTROEM)
S -0.734 1.047 2.027  0.624
N 0.300 -1.129 -1.174  0.093
N 1.267 0.716 -2.499  0.012
C -1.007 -1.751 0.758  -0.091
C 1.467 -0.593 -1.636  -0.333
C -0.206 0.660 0.443  -0.676
C 0.079 -0.903 0.174  -0.492
H 2.002 0.851 -3.189  0.051
H 2.156 -1.222 -2.229  0.122
H -2.464 3.847 0.468  0.023
H 2.181 -0.184 -0.878  0.108
H 1.033 -1.032 0.734  0.156
H -1.893 3.551 0.103  0.007
H 0.442 0.408 -3.018  0.052
H -0.998 0.931 -0.276  0.068
H -0.678 -2.789 0.656  0.084
H -1.230 -1.465 1.788  0.044
H -1.960 -1.690 0.242  0.089
H 0.728 1.164 0.190  0.058

## Properties
Total charge: 0
Orbital gap (eV): 5.3


w is favored, and the nearest alternative lies 477.2 kJ/mol above it.


## w
This record from the OMol25 dataset describes one molecule with the formula C4H12N2S. The level of theory is the ωB97M-V functional and the def2-TZVPD basis.

Last column: Löwdin charge in e.
CARTESIAN COORDINATES (ANGSTROEM)
S 2.238 -1.199 1.555  0.698
N 0.314 1.165 -1.050  -0.112
N -1.027 -0.360 2.073  -0.004
C 0.376 0.367 0.171  -0.440
C -0.359 0.586 -2.217  -0.118
C 1.437 -0.734 0.009  -0.543
C -1.004 -0.099 0.652  -0.268
H 1.173 -1.742 2.159  -0.154
H 0.371 0.177 -2.905  0.069
H 0.074 2.137 -0.901  0.103
H 2.169 -0.463 -0.753  0.076
H -0.641 0.371 2.650  0.071
H 0.988 -1.607 -0.455  0.067
H -0.891 1.380 -2.737  0.076
H -1.952 -0.611 2.389  0.069
H -1.146 -0.123 -1.946  0.071
H 0.816 1.070 0.876  0.122
H -1.276 -1.021 0.152  0.105
H -1.662 0.706 0.280  0.114

## Properties
Total charge: 0
Orbital gap (eV): 9.4


## x
This record from the OMol25 dataset describes one molecule with the formula C4H12N2S. The level of theory is the ωB97M-V functional and the def2-TZVPD basis.

Last column: Löwdin charge in e.
CARTESIAN COORDINATES (ANGSTROEM)
S 2.819 -1.398 -0.186  0.689
N -2.285 -0.098 -1.399  -0.010
N -1.420 0.232 1.574  0.035
C 0.901 0.515 0.773  -0.251
C -0.852 -0.072 -0.860  -0.234
C 2.016 0.200 -0.231  -0.621
C -0.438 -0.225 0.572  -0.458
H -0.257 -0.938 -1.359  0.134
H -2.553 -0.756 -2.120  0.049
H 3.485 -1.332 1.006  -0.129
H 0.485 1.551 0.713  0.121
H -2.303 0.577 1.199  0.060
H 1.472 0.403 -1.231  0.082
H -0.359 0.921 -1.226  0.123
H 1.207 0.294 1.840  0.124
H 2.741 0.986 -0.216  0.051
H -2.515 0.839 -1.743  0.057
H -0.271 -1.300 0.691  0.124
H -1.872 -0.399 2.202  0.055

## Properties
Total charge: 0
Orbital gap (eV): 9.8


w is favored, and the nearest alternative lies 71.1 kJ/mol above it.


## w
This record from the OMol25 dataset describes one molecule with the formula C4H12N2S. The level of theory is the ωB97M-V functional and the def2-TZVPD basis.

Last column: Löwdin charge in e.
CARTESIAN COORDINATES (ANGSTROEM)
S -1.933 -2.579 0.995  0.693
N 2.221 1.352 -1.431  0.009
N 0.308 -0.357 0.320  -0.097
C -0.754 0.001 1.242  -0.307
C 0.757 1.135 -1.630  -0.280
C -1.330 -1.171 1.992  -0.562
C 0.248 -0.196 -1.157  -0.235
H -2.217 -0.794 2.510  0.060
H 2.321 2.339 -1.247  0.059
H 2.513 0.876 -0.601  0.035
H -0.327 0.691 1.979  0.117
H -0.816 -0.271 -1.423  0.109
H -0.661 -1.541 2.770  0.064
H 0.122 1.903 -1.177  0.102
H 0.478 1.352 -2.674  0.107
H -1.516 0.544 0.675  0.116
H 1.220 -0.048 0.592  0.080
H -1.299 -2.150 -0.103  -0.181
H 0.665 -1.084 -1.632  0.111

## Properties
Total charge: 0
Orbital gap (eV): 9.6


## x
This record from the OMol25 dataset describes a 2-piece molecular cluster, C4H12N2S overall. The level of theory is the ωB97M-V functional and the def2-TZVPD basis.

Last column: Löwdin charge in e.
CARTESIAN COORDINATES (ANGSTROEM)
S -2.520 0.118 0.337  0.760
N -2.708 -1.048 -0.621  -0.438
N -4.009 0.902 0.905  -0.283
C 3.221 -0.170 0.097  -0.102
C 1.347 0.248 -1.457  -0.066
C 0.929 -0.095 0.897  0.015
C 1.822 0.080 -0.053  -0.456
H -4.648 0.092 1.035  0.027
H 2.040 0.660 -2.105  0.045
H -3.916 1.058 1.931  0.023
H 3.700 0.602 0.713  0.084
H 1.059 -0.168 2.048  0.109
H 0.408 0.818 -1.401  0.072
H 3.843 -0.251 -0.854  0.096
H -2.529 -1.921 -0.107  -0.025
H 3.384 -1.213 0.557  0.111
H -0.046 -0.113 0.719  -0.078
H 0.921 -0.648 -1.972  0.104
H -2.301 1.047 -0.668  0.001

## Properties
Total charge: 0
Orbital gap (eV): 9.5


## y
This record from the OMol25 dataset describes one molecule with the formula C4H12N2S. The level of theory is the ωB97M-V functional and the def2-TZVPD basis.

Last column: Löwdin charge in e.
CARTESIAN COORDINATES (ANGSTROEM)
S -0.119 -0.328 -3.417  0.623
N -1.541 -0.537 1.766  -0.022
N 0.582 -0.839 0.476  -0.069
C 0.141 1.659 -0.061  -0.045
C -0.062 -0.700 1.880  -0.232
C 1.052 -0.184 -1.873  -0.367
C 0.161 0.122 -0.491  -0.423
H -0.838 0.024 -0.796  0.064
H -0.502 1.830 0.847  0.070
H 0.662 -1.877 0.326  0.127
H 0.374 0.267 2.098  0.085
H -1.835 0.470 1.789  0.060
H -0.354 2.256 -0.748  0.044
H 0.127 -1.456 2.543  0.076
H 1.020 2.216 0.084  0.052
H -2.035 -0.726 2.680  0.077
H 0.054 -1.671 -3.669  -0.157
H 1.397 -1.103 -1.525  0.024
H 1.717 0.576 -1.909  0.013

## Properties
Total charge: 0
Orbital gap (eV): 9.6


## z
This record from the OMol25 dataset describes a 2-piece molecular cluster, C4H12N2S overall. The level of theory is the ωB97M-V functional and the def2-TZVPD basis.

Last column: Löwdin charge in e.
CARTESIAN COORDINATES (ANGSTROEM)
S -0.080 2.065 -1.068  0.673
N 0.852 -2.413 0.183  -0.009
N 1.803 0.720 1.964  0.021
C 1.152 -0.447 1.521  -0.243
C 1.571 -1.221 0.536  -0.241
C -1.671 -0.153 -1.290  -0.187
C -1.749 1.327 -0.983  -0.615
H -2.170 1.496 0.009  0.063
H -2.382 1.853 -1.693  0.059
H 1.305 1.166 2.718  0.067
H 0.249 -0.729 2.054  0.111
H -2.652 -0.614 -1.196  0.073
H 1.944 1.403 1.232  0.048
H -0.990 -0.659 -0.608  0.034
H -1.315 -0.322 -2.310  0.071
H -0.469 3.346 -0.951  -0.155
H 0.953 -2.629 -0.799  0.062
H 2.469 -0.975 -0.022  0.103
H 1.178 -3.216 0.705  0.065

## Properties
Total charge: 0
Orbital gap (eV): 8.7


z is favored, and the nearest alternative lies 12.3 kJ/mol above it.


## w
This record from the OMol25 dataset describes C4H12N2S as an isolated structure. The level of theory is the ωB97M-V functional and the def2-TZVPD basis.

Last column: Löwdin charge in e.
CARTESIAN COORDINATES (ANGSTROEM)
S 0.470 -1.755 0.358  0.396
N -2.143 1.425 -2.187  0.125
N -1.788 -0.039 -0.412  0.068
C 1.002 -0.664 1.747  -0.654
C 2.174 1.074 0.244  -0.164
C -1.427 0.524 -1.512  -0.267
C 1.179 0.821 1.379  -0.363
H 1.972 -1.072 2.127  0.057
H -0.453 0.170 -1.892  0.138
H -2.676 0.262 -0.006  0.119
H 2.226 2.188 0.015  0.086
H 0.203 1.272 1.038  0.079
H 3.166 0.724 0.454  0.059
H -1.006 -0.832 0.040  -0.085
H 1.513 1.459 2.307  0.124
H 1.893 0.574 -0.642  0.008
H -2.996 1.826 -1.824  0.113
H -1.686 2.016 -2.871  0.114
H 0.273 -0.732 2.571  0.046

## Properties
Total charge: 0
Orbital gap (eV): 7.1


## x
This record from the OMol25 dataset describes one molecule with the formula C4H12N2S. The level of theory is the ωB97M-V functional and the def2-TZVPD basis.

Last column: Löwdin charge in e.
CARTESIAN COORDINATES (ANGSTROEM)
S 0.818 -2.479 1.363  0.648
N -2.085 2.433 -1.274  -0.013
N -0.234 -0.085 -0.467  -0.114
C 0.792 0.256 0.488  -0.324
C -0.327 0.680 -1.686  -0.220
C 0.927 -0.647 1.694  -0.531
C -0.663 2.198 -1.521  -0.272
H -1.128 -0.139 0.010  0.121
H 0.658 0.626 -2.158  0.113
H 0.134 -2.220 0.232  -0.169
H 1.890 -0.462 2.159  0.062
H -2.646 1.811 -1.859  0.060
H -0.237 2.739 -2.366  0.103
H 1.760 0.283 -0.023  0.123
H 0.614 1.254 0.922  0.109
H 0.142 -0.461 2.428  0.056
H -2.342 3.290 -1.735  0.053
H -0.105 2.443 -0.617  0.083
H -1.112 0.219 -2.290  0.110

## Properties
Total charge: 0
Orbital gap (eV): 9.7


## y
This record from the OMol25 dataset describes one molecule with the formula C4H12N2S. The level of theory is the ωB97M-V functional and the def2-TZVPD basis.

Last column: Löwdin charge in e.
CARTESIAN COORDINATES (ANGSTROEM)
S -1.295 2.444 1.384  0.667
N -2.082 0.036 -0.833  -0.001
N 1.411 -0.416 0.647  -0.095
C 2.067 -0.918 -0.554  -0.147
C -0.082 1.521 0.420  -0.550
C -0.013 -0.034 0.524  -0.399
C -0.807 -0.670 -0.628  -0.253
H 0.878 1.866 0.786  0.053
H 3.109 -1.153 -0.319  0.078
H -0.441 -0.342 1.484  0.125
H -0.299 1.826 -0.600  0.058
H -1.006 -1.724 -0.423  0.113
H -0.161 -0.536 -1.495  0.102
H -1.367 1.735 2.552  -0.145
H -2.414 -0.195 -1.763  0.067
H 1.621 -1.801 -1.019  0.072
H 2.184 -0.085 -1.255  0.085
H 1.487 -1.126 1.363  0.098
H -2.789 -0.427 -0.271  0.072

## Properties
Total charge: 0
Orbital gap (eV): 9.2


x is favored, and the nearest alternative lies 20.4 kJ/mol above it.